17
Properties=species:S:1:pos:R:3 method="wB97M-V/def2-TZVPD" gap_ev="5.5869 / 11.7752" total_charge=+1 lumo_energy_ev="-6.60 / -3.47" homo_ev="-12.2 / -15.2"
C 1.9942 -0.4585 -0.2518
C -0.1849 -0.6580 0.6932
C 1.4350 0.3974 -1.3898
C 0.0349 0.7848 0.4382
C -3.4114 -0.2689 0.1471
N 1.1467 -0.1519 0.9243
O 0.3598 1.1728 -0.8510
H 1.8449 -1.4912 -0.4873
H 3.0696 -0.1901 0.0181
H -0.7417 -1.0081 1.5273
H -0.3380 -1.2539 -0.1524
H 2.0588 1.0980 -1.9382
H 1.1448 -0.4154 -2.0359
H -3.5683 -0.8522 -0.7285
H -2.4462 -0.2573 0.7377
H -4.0066 0.6051 0.2870
H 1.5404 0.0427 1.8925

=====

17
Properties=species:S:1:pos:R:3 method="wB97M-V/def2-TZVPD" gap_ev="8.3866 / 8.3956" total_charge=+1 lumo_energy_ev="-4.35 / -4.34" homo_ev="-12.7 / -12.7"
C 0.1248 0.7926 1.6334
C 0.4793 0.8574 -0.9607
C 0.9859 -1.0433 0.1839
C 0.3984 1.9007 -1.9340
C -1.4398 -1.1883 0.8433
N -0.0680 -0.6187 1.1132
O 0.8582 -0.3426 -1.0640
H -0.9436 1.2085 1.9825
H 1.8596 -0.8968 0.6794
H 0.8641 -2.1180 -0.2699
H 0.1040 1.5112 -2.8939
H 1.4612 2.1358 -2.0999
H -0.0289 2.8490 -1.6935
H -2.0812 -0.6478 1.6596
H -1.5643 -1.0316 -0.1904
H -1.3438 -2.3106 0.9455
H 0.3342 -1.0574 2.0654

=====

17
Properties=species:S:1:pos:R:3 method="wB97M-V/def2-TZVPD" gap_ev=9.3563 total_charge=+1 lumo_energy_ev=-3.89 homo_ev=-13.2
O 1.2337 0.8646 -2.0930
C 0.1424 0.4237 -2.4356
C -1.0600 0.5937 -1.5364
C -0.9322 0.0948 -0.1002
C 0.2047 0.6952 0.6502
C 1.0655 0.1679 1.5497
N 0.8115 -1.1414 1.9654
H 0.0843 -0.4151 -3.2860
H -1.9371 0.0471 -2.0170
H -1.3472 1.6960 -1.5817
H -0.7436 -0.9740 -0.3272
H -1.9222 0.1214 0.4328
H 0.3542 1.7083 0.2524
H 1.8400 0.8237 2.0853
H 1.5358 -1.8322 1.8993
H 0.7257 -1.3315 2.9638
H -0.0555 -1.5422 1.5783

=====

17
Properties=species:S:1:pos:R:3 method="wB97M-V/def2-TZVPD" smiles="C=[NH+]CCCC=O" gap_ev=9.0760 total_charge=+1 lumo_energy_ev=-4.85 homo_ev=-13.9
O -0.6190 0.4285 -1.8502
C -1.6733 0.5341 -1.2702
C -1.6701 0.1941 0.2286
C -0.5337 0.4960 1.2654
C 0.8839 0.6109 0.7763
C 2.2318 -1.5205 0.5204
N 1.4090 -0.6448 0.0968
H -2.6182 0.6451 -1.7709
H -2.6069 0.6248 0.6184
H -1.8648 -0.8939 0.1162
H -0.7416 1.4090 1.9056
H -0.7522 -0.1135 2.1290
H 0.7205 1.3121 -0.1111
H 1.5164 0.7912 1.5815
H 2.5449 -2.4019 -0.1572
H 2.4767 -1.5098 1.5559
H 0.9822 -0.6650 -0.8669

=====

18
Properties=species:S:1:pos:R:3 method="wB97M-V/def2-TZVPD" gap_ev=5.0693 total_charge=-1 lumo_energy_ev=2.99 homo_ev=-2.1
C 0.7251 1.7426 0.6437
C 1.0996 0.8991 -0.6246
C 1.1238 -0.5668 -0.8350
C 1.0018 -1.6841 0.2657
N -1.6152 -0.3487 0.7995
C -2.4160 -0.2201 -0.2973
O -3.6693 -0.1891 -0.0914
O -1.8627 -0.0612 -1.4233
H 1.5850 2.5440 0.8375
H -0.0949 2.2648 0.2230
H 0.4330 1.1995 1.5849
H 1.6896 1.5723 -1.3738
H 0.0590 0.1932 -0.9443
H 1.6050 -0.9714 -1.8252
H 1.3419 -2.7157 -0.0645
H 1.3756 -1.4127 1.2117
H -0.1582 -1.7661 0.3795
H -2.2231 -0.4794 1.5337

=====

18
Properties=species:S:1:pos:R:3 method="wB97M-V/def2-TZVPD" gap_ev=7.2838 total_charge=-1 lumo_energy_ev=2.98 homo_ev=-4.3
O 1.8671 -0.4378 -1.6818
C 1.5798 0.6108 -2.3465
O 0.4631 1.1735 -2.4403
C -0.9974 -0.8671 2.1855
C -0.9644 -0.0292 0.7175
C 0.1780 0.9402 0.8867
C -0.8185 -1.2727 -0.3415
N -1.4350 -0.0428 3.2244
H 2.3518 0.9684 -3.0496
H -1.9042 0.5191 0.6236
H 1.0805 0.3873 1.1926
H 0.4127 1.4675 -0.0583
H -0.1020 1.6318 1.6975
H -1.5712 -2.0218 -0.0936
H 0.1252 -1.6904 0.0668
H -0.6379 -1.1958 -1.4167
H -2.2483 -0.6218 2.5109
H 0.0312 -1.3231 2.3232

=====

18
Properties=species:S:1:pos:R:3 method="wB97M-V/def2-TZVPD" multiplicity=2 gap_ev="10.6495 / 7.2561" s_squared=0.767 lumo_energy_ev="0.79 / -2.59" homo_ev="-9.9 / -9.8"
C -0.8782 -0.3956 1.5835
O -1.9363 0.0365 0.7423
C 0.1976 -1.2281 0.9026
C 1.2180 -0.3986 0.1277
C 0.8800 0.9851 -0.4886
C 0.0428 1.0180 -1.7310
N -1.1301 0.2946 -1.7287
O 0.1959 1.8372 -2.6014
H -1.3504 -1.0464 2.3209
H -0.4450 0.4755 2.0835
H -0.2178 -1.9841 0.2207
H 0.7098 -1.7364 1.6753
H 2.0416 -0.1480 0.7876
H 1.6795 -1.0138 -0.6668
H 1.8541 1.4289 -0.6172
H 0.2733 1.4773 0.2559
H -1.4366 0.1928 -2.6873
H -1.6983 0.2050 -0.1791

=====

18
Properties=species:S:1:pos:R:3 method="wB97M-V/def2-TZVPD" smiles="C=[NH+]CCCC(=O)O" gap_ev=9.9187 total_charge=+1 lumo_energy_ev=-4.95 homo_ev=-14.9
O -1.5112 -0.3342 0.8278
C -1.4856 -1.2719 0.0612
O -2.5873 -2.0324 -0.1548
C -0.3103 -1.5549 -0.7794
C 0.5391 -0.2801 -0.9329
C 1.3336 0.2391 0.2581
C 0.7711 2.5402 0.7304
N 0.6885 1.3054 1.0203
H -3.3250 -1.8793 0.4491
H -0.6840 -1.8434 -1.7844
H 0.3883 -2.2829 -0.3938
H 1.2181 -0.2870 -1.8021
H -0.0322 0.6395 -1.1731
H 2.3422 0.5026 -0.0292
H 1.4346 -0.5954 1.0163
H 0.0276 3.2125 1.2562
H 1.3715 3.0187 -0.0244
H -0.1793 0.9037 1.4547

=====

18
Properties=species:S:1:pos:R:3 method="wB97M-V/def2-TZVPD" multiplicity=3 gap_ev="5.4295 / 9.8204" s_squared=2.005 total_charge=+1 lumo_energy_ev="-4.60 / -4.85" homo_ev="-10.0 / -14.7"
C -2.2668 -0.6601 -0.3869
C -1.6529 0.3054 0.2106
C 1.4604 -0.5569 0.3467
C 2.1006 -1.4640 -0.7489
C -0.0117 2.1611 0.1425
N -1.0325 1.2668 0.7314
O -3.4775 -0.6808 -0.8602
O 1.7797 -0.7848 1.5502
H -1.7229 -1.6103 -0.4531
H 1.3100 -1.6451 -1.3603
H 2.5697 -2.4411 -0.5518
H 2.9295 -0.9030 -1.1999
H 0.7158 1.4540 -0.2374
H -0.3085 2.8610 -0.6980
H 0.2573 2.7910 0.9025
H -3.8449 0.2330 -0.8736
H -1.1989 1.2578 1.7437
H 2.3935 -1.5838 1.7427

=====

19
Properties=species:S:1:pos:R:3 method="wB97M-V/def2-TZVPD" multiplicity=2 gap_ev="10.0122 / 5.8236" s_squared=0.754 lumo_energy_ev="0.52 / -3.66" homo_ev="-9.5 / -9.5"
C -1.6517 0.7469 -0.4226
C -1.0655 2.0037 0.1859
C -2.3026 -0.2092 0.5618
O -3.5102 -0.3331 0.6379
N -1.4709 -1.0074 1.2924
H -2.3737 0.9457 -1.2067
H -0.8890 0.1591 -0.9247
H -0.6502 2.6495 -0.5802
H -0.2949 1.8767 0.9418
H -1.8855 -1.4943 2.0714
H -0.5205 -1.2614 1.0933
H -1.8810 2.5514 0.6620
C 3.2712 -0.7473 -0.8222
C 1.8783 -1.2322 -0.3372
O 1.0777 -0.2215 -0.1979
O 1.6166 -2.3951 -0.1775
H 3.3913 -1.3046 -1.7430
H 3.9303 -1.0424 -0.0101
H 3.3303 0.3155 -1.0246

=====

18
Properties=species:S:1:pos:R:3 method="wB97M-V/def2-TZVPD" gap_ev=4.9705 total_charge=-1 lumo_energy_ev=3.52 homo_ev=-1.5
C -0.0670 1.4989 -0.4057
C -0.0228 0.0535 -1.0032
C 0.2352 0.7327 0.8044
C -2.5062 -0.4305 -0.7384
C 2.6456 -0.5217 1.2089
N -1.0282 -0.7696 -1.1157
O -0.8308 -2.0190 -1.4200
S 1.6987 0.9763 1.8487
H 0.7955 2.0628 -0.6848
H -1.1282 1.9652 -0.4397
H 0.8974 -0.3779 -1.4234
H -0.5891 0.4744 1.4982
H -2.5856 0.3392 0.0802
H -3.2232 -0.2324 -1.5613
H -2.7755 -1.4166 -0.2644
H 3.6369 -0.1906 0.9397
H 1.9233 -1.0036 0.5642
H 2.9238 -1.1409 2.1121

=====

18
Properties=species:S:1:pos:R:3 method="wB97M-V/def2-TZVPD" smiles="CC1=C[NH2+][C@](C)(O)S1" gap_ev=10.0363 total_charge=+1 lumo_energy_ev=-3.08 homo_ev=-13.1
C -0.2719 -1.3538 -0.5647
C 0.9841 -1.1048 -0.1270
C -0.2332 1.1558 -0.4956
C 1.9432 -2.1564 0.3144
C -0.9424 2.0634 0.4894
N -1.0120 -0.0614 -0.8954
O 0.0025 1.7834 -1.6858
S 1.3662 0.5251 0.0970
H -0.6128 -2.2036 -1.0936
H 2.8143 -2.0849 -0.1626
H 1.4154 -3.1695 0.1005
H 2.1188 -2.1513 1.4301
H -0.3074 2.5045 1.1976
H -1.5898 1.5158 1.1819
H -1.6100 2.8821 -0.0520
H -1.3167 -0.0403 -1.8721
H -1.8072 0.1491 -0.3205
H 0.2199 2.6604 -1.5624

=====

no.,calculated total energy (Eh)
1,-326.00302
2,-325.96077
3,-326.17918
4,-326.19338
5,-401.57810
6,-401.62092
7,-401.66480
8,-401.49126
9,-401.22547
10,-476.93800
11,-724.53357
12,-724.39419